Entry 1:
{
  "formula": "C35H40B2F4N5O5PS2SnTe",
  "method": "wB97M-V/def2-TZVPD",
  "lumo_energy_ev": -0.34,
  "e_homo_ev": -7.8583,
  "gap_ev": 7.52,
  "symbols": ["Sn", "C", "C", "N", "O", "B", "F", "F", "O", "N", "C", "C", "C", "N", "O", "B", "F", "F", "O", "N", "C", "C", "C", "H", "H", "H", "H", "H", "H", "H", "H", "H", "H", "H", "H", "O", "C", "C", "C", "C", "C", "C", "N", "H", "H", "H", "H", "H", "H", "H", "C", "C", "C", "C", "C", "C", "Te", "C", "C", "C", "H", "H", "H", "H", "H", "H", "H", "H", "H", "H", "H", "S", "P", "S", "C", "C", "C", "C", "C", "C", "C", "C", "C", "C", "C", "C", "H", "H", "H", "H", "H", "H", "H", "H", "H", "H"],
  "positions_angstrom": [[-0.311045, -0.252797, -0.763422], [-1.157841, -3.761606, 2.330801], [-0.973806, -2.830686, 1.182677], [-0.355051, -1.719969, 1.223886], [0.208930, -1.398517, 2.432171], [0.625256, -0.048941, 2.604607], [1.271117, 0.143134, 3.767149], [2.356396, 2.294665, 1.682532], [-0.274750, 1.036839, 2.322097], [-1.150150, 0.799940, 1.299480], [-2.103703, 1.636470, 1.160118], [-2.329556, 2.822422, 2.032822], [-3.021377, 1.319493, 0.028113], [-2.556839, 0.494724, -0.829815], [-3.386748, 0.089603, -1.810988], [-2.745448, -0.947493, -2.694589], [-1.450942, -0.448745, -3.042525], [-3.547707, -1.145807, -3.770257], [-2.548032, -2.250526, -2.005714], [-1.784691, -2.105477, -0.896474], [-1.681132, -3.104614, -0.106558], [-2.258935, -4.449496, -0.373961], [-4.407344, 1.863368, -0.059264], [-0.514686, -3.479298, 3.156865], [-0.922126, -4.777582, 2.019958], [-2.201266, -3.734613, 2.657041], [-1.425451, 3.052438, 2.588594], [-3.135795, 2.627487, 2.743456], [-2.617694, 3.680774, 1.425984], [-2.822800, -4.444871, -1.300752], [-2.900184, -4.768608, 0.447953], [-1.434363, -5.164662, -0.448758], [-4.649330, 2.491177, 0.793470], [-5.117709, 1.037930, -0.119303], [-4.524719, 2.440260, -0.978205], [0.177031, 2.737905, -0.607201], [0.131407, 3.285708, -1.911182], [1.086620, 2.651790, -2.901536], [1.508356, 3.372392, -4.013952], [2.325011, 2.748339, -4.941108], [2.706673, 1.433871, -4.719985], [2.252411, 0.803061, -3.573846], [1.454517, 1.393819, -2.686242], [1.011765, 2.960675, -0.171505], [0.299032, 4.367152, -1.892549], [-0.891512, 3.126055, -2.263385], [1.201336, 4.402366, -4.145530], [2.665586, 3.281962, -5.819036], [3.347633, 0.907280, -5.413222], [2.539556, -0.218211, -3.343227], [8.182610, -0.380751, 3.717441], [6.852427, -0.224856, 3.034958], [5.833078, -1.137957, 3.249891], [4.578282, -1.002936, 2.661142], [3.567545, -2.084334, 2.891423], [4.359260, 0.104277, 1.837687], [2.504974, 0.456796, 0.908738], [5.380482, 1.028170, 1.563740], [5.220078, 2.204207, 0.637764], [6.610548, 0.844548, 2.182907], [8.412906, -1.430705, 3.896652], [8.179447, 0.126460, 4.684751], [8.986529, 0.050997, 3.121532], [6.011217, -1.994127, 3.891719], [3.744922, -2.570692, 3.850605], [3.637918, -2.844945, 2.111724], [2.541336, -1.725309, 2.878318], [4.704421, 1.925929, -0.283980], [6.199450, 2.596066, 0.365970], [4.640747, 2.999416, 1.105115], [7.405172, 1.554870, 1.981650], [1.777258, -4.629449, 1.028238], [2.386884, -3.805708, -0.646357], [2.605807, -1.772658, -0.767552], [1.256354, -4.257981, -2.004503], [0.441613, -3.334856, -2.646972], [-0.499406, -3.751332, -3.580516], [-0.614184, -5.096951, -3.890045], [0.212205, -6.025839, -3.265968], [1.137236, -5.610716, -2.323579], [3.990701, -4.482225, -1.174912], [4.750990, -5.258871, -0.312043], [5.994994, -5.729188, -0.714596], [6.474403, -5.431533, -1.980029], [5.710872, -4.660269, -2.849547], [4.475613, -4.183924, -2.447037], [0.548387, -2.279482, -2.428590], [-1.141026, -3.019257, -4.053985], [-1.345353, -5.425501, -4.617631], [0.128327, -7.077173, -3.510220], [1.762771, -6.338922, -1.820125], [4.357582, -5.495381, 0.668932], [6.585820, -6.332808, -0.037524], [7.442934, -5.799747, -2.293787], [6.081803, -4.430412, -3.840161], [3.883407, -3.574638, -3.120246]],
  "atomic_forces_ev_per_a": [[-0.001, -0.062, 0.105], [-0.025, -0.018, 0.007], [-0.012, -0.008, -0.010], [0.045, 0.004, 0.007], [0.056, 0.061, -0.064], [-0.361, -0.045, 0.265], [-0.021, 0.018, -0.068], [-0.003, -0.073, -0.072], [0.133, -0.021, -0.047], [-0.038, 0.024, -0.007], [-0.005, -0.025, -0.029], [-0.004, 0.017, 0.005], [0.017, -0.007, 0.020], [-0.018, 0.057, -0.044], [0.014, -0.035, -0.002], [-0.012, 0.113, 0.037], [-0.025, -0.025, -0.019], [-0.001, -0.027, -0.003], [-0.058, 0.061, 0.090], [-0.206, 0.048, 0.114], [0.029, -0.009, -0.003], [0.011, -0.006, 0.005], [-0.010, 0.007, 0.003], [0.016, -0.013, -0.012], [0.005, 0.003, 0.007], [-0.005, 0.023, 0.006], [0.001, -0.003, -0.003], [0.005, -0.004, 0.004], [0.002, 0.001, 0.003], [0.019, -0.001, -0.006], [-0.010, 0.000, 0.002], [0.009, -0.006, -0.014], [-0.005, 0.001, 0.002], [0.004, -0.004, 0.001], [0.003, -0.007, -0.003], [-0.058, 0.034, 0.012], [0.009, 0.044, 0.001], [0.025, 0.036, -0.043], [0.020, -0.010, 0.007], [-0.003, -0.013, 0.011], [0.009, 0.015, 0.004], [0.021, -0.029, 0.022], [-0.034, 0.037, 0.031], [0.028, -0.040, 0.021], [-0.005, -0.005, 0.016], [0.004, -0.023, -0.003], [-0.003, -0.001, 0.002], [-0.001, 0.000, 0.000], [0.001, 0.005, -0.001], [-0.012, 0.000, -0.003], [0.017, -0.002, 0.002], [-0.013, -0.010, 0.006], [-0.002, -0.008, 0.007], [0.005, 0.027, 0.047], [-0.005, 0.008, -0.003], [0.001, 0.056, -0.046], [0.142, 0.137, -0.113], [0.041, -0.049, 0.033], [-0.008, -0.006, -0.039], [-0.019, 0.000, -0.027], [-0.001, 0.001, 0.002], [-0.003, 0.001, -0.001], [-0.003, 0.002, -0.002], [0.003, 0.002, 0.001], [-0.008, -0.017, -0.005], [0.006, 0.015, 0.015], [0.089, -0.024, 0.004], [-0.001, -0.022, 0.002], [-0.014, 0.022, 0.018], [-0.024, 0.011, 0.021], [0.002, 0.000, 0.004], [-0.017, -0.052, -0.027], [-0.044, 0.043, 0.093], [0.138, -0.033, -0.067], [-0.058, 0.023, 0.006], [0.083, -0.063, -0.091], [0.026, -0.015, -0.116], [0.009, 0.010, 0.010], [-0.010, -0.006, 0.006], [-0.004, -0.054, 0.021], [0.026, 0.022, -0.033], [-0.014, -0.009, 0.011], [-0.005, -0.007, 0.001], [0.002, 0.007, -0.010], [0.011, -0.005, 0.003], [-0.014, 0.007, -0.017], [0.060, -0.062, -0.049], [0.052, -0.057, -0.021], [0.000, 0.007, -0.006], [0.003, -0.003, -0.001], [0.002, 0.011, 0.008], [0.002, 0.007, 0.000], [0.001, 0.003, -0.002], [-0.002, -0.005, 0.000], [0.001, 0.002, 0.001], [-0.005, -0.001, 0.004]],
  "mulliken_charge": [0.3668, -2.0526, 0.4392, 1.5234, -0.8112, 1.3317, -0.1573, -0.6496, -0.5452, 0.4379, 0.5431, -2.1361, 0.2455, 1.1322, -0.6288, 0.8119, -0.3991, -0.3327, -0.4531, 0.7879, 0.2342, -1.9631, -1.6150, 0.4120, 0.4629, 0.3963, 0.4353, 0.4203, 0.4314, 0.4121, 0.4448, 0.2602, 0.5050, 0.3338, 0.3037, -0.1301, -0.9683, 0.6636, -0.8837, -0.4038, -0.8282, -0.5572, 0.3860, 0.1518, 0.4617, 0.2159, 0.4852, 0.4018, 0.4469, 0.5367, -1.6325, 0.5955, -0.9674, 0.8719, -1.2319, 0.5288, 0.4644, 0.7432, -1.7534, -0.8248, 0.3709, 0.3046, 0.3811, 0.4129, 0.4599, 0.0045, 0.0325, 0.1778, 0.4482, 0.2935, 0.3764, -0.4479, 1.1056, -0.3248, 0.2375, -0.0860, -0.5422, -0.7915, -0.6553, -0.7767, 0.2154, -0.4259, -0.6374, -0.4199, -0.6661, -0.4438, 0.1275, 0.4775, 0.4165, 0.4131, 0.4142, 0.3966, 0.3956, 0.3784, 0.4023, 0.2749]
}

Entry 2:
{
  "formula": "C35H40Cl5CuNO2S",
  "method": "wB97M-V/def2-TZVPD",
  "lumo_energy_ev": [1.87, 1.87],
  "e_homo_ev": [-4.1434, -4.1432],
  "total_charge": -1,
  "gap_ev": [6.01, 6.01],
  "symbols": ["Cu", "C", "C", "C", "C", "C", "C", "C", "N", "C", "C", "C", "C", "C", "C", "O", "C", "C", "C", "C", "C", "C", "C", "C", "C", "O", "C", "C", "C", "C", "C", "C", "H", "H", "H", "H", "H", "H", "H", "H", "H", "H", "H", "H", "H", "H", "H", "H", "H", "H", "H", "H", "H", "H", "H", "H", "H", "H", "H", "H", "H", "H", "H", "H", "H", "H", "H", "H", "H", "H", "H", "H", "Cl", "C", "C", "C", "Cl", "C", "Cl", "C", "Cl", "C", "Cl", "S", "C"],
  "positions_angstrom": [[0.047286, -2.097444, -0.362066], [-4.772133, 3.675699, -0.936709], [-3.271584, 3.418481, -0.607719], [-2.518797, 4.171086, -1.722080], [-3.005516, 4.065476, 0.775582], [-2.891439, 1.926834, -0.581050], [-1.572060, 1.535165, -0.709377], [-1.185015, 0.212874, -0.560937], [0.087895, -0.346886, -0.603100], [1.339905, 0.152788, -0.342240], [1.708239, 1.472966, -0.240789], [3.032689, 1.863501, 0.028245], [3.971001, 0.855772, 0.169261], [3.665183, -0.493522, 0.118487], [2.317007, -0.806914, -0.097862], [1.852161, -2.063435, -0.088901], [4.728779, -1.560819, 0.254569], [4.371153, -2.464055, 1.471024], [6.119153, -0.932936, 0.524199], [4.779334, -2.391864, -1.065102], [3.427611, 3.360125, 0.119015], [4.901377, 3.534702, 0.431884], [2.597403, 4.070657, 1.255026], [3.137418, 4.057422, -1.236855], [-2.203320, -0.732418, -0.434509], [-1.769660, -2.016652, -0.453395], [-3.528398, -0.387802, -0.154182], [-3.885453, 1.001109, -0.290791], [-4.585343, -1.432571, 0.187937], [-5.987260, -0.783528, 0.412033], [-4.160494, -2.105915, 1.494504], [-4.725273, -2.499125, -0.884485], [-4.946361, 4.764213, -0.814701], [-5.455840, 3.194787, -0.288731], [-5.021486, 3.436630, -1.994415], [-2.828904, 5.194444, -1.791932], [-2.677951, 3.735655, -2.708854], [-1.435500, 4.248238, -1.556745], [-3.117408, 5.158006, 0.706934], [-2.089530, 3.715610, 1.215317], [-3.787362, 3.725540, 1.449415], [-0.891969, 2.310606, -0.956453], [0.970347, 2.215696, -0.398746], [4.997358, 1.123043, 0.336320], [4.464413, -1.973700, 2.426460], [4.997958, -3.364439, 1.552861], [3.338052, -2.796478, 1.409319], [6.102225, -0.397031, 1.486830], [6.440581, -0.212531, -0.212830], [6.895106, -1.659175, 0.626806], [3.797441, -2.777177, -1.264756], [5.471611, -3.215728, -1.040598], [5.039968, -1.710660, -1.867925], [5.114809, 3.219312, 1.483824], [5.109798, 4.607253, 0.385305], [5.557977, 3.022505, -0.251898], [2.655692, 3.457734, 2.157792], [1.516264, 4.150914, 0.990325], [3.019651, 5.059465, 1.438435], [3.609666, 3.452134, -2.049634], [3.514296, 5.108069, -1.273190], [2.100418, 4.076533, -1.503321], [-4.896378, 1.337859, -0.017081], [-6.085101, -0.051895, 1.200138], [-6.746453, -1.552420, 0.721268], [-6.351413, -0.343642, -0.528732], [-4.104422, -1.404017, 2.325211], [-3.185939, -2.560576, 1.380238], [-4.900998, -2.871055, 1.756396], [-5.015147, -2.142047, -1.866032], [-5.437829, -3.296578, -0.559881], [-3.741382, -2.977818, -1.060246], [-0.350193, -3.984410, -2.985649], [-0.188510, -4.778198, -1.436281], [-0.004460, -4.016560, -0.320538], [0.106518, -4.632884, 0.904039], [0.478575, -3.678937, 2.336507], [-0.099348, -5.991045, 1.046384], [-0.039032, -6.752365, 2.581175], [-0.317063, -6.784048, -0.114706], [-0.460308, -8.515644, -0.006410], [-0.371477, -6.129079, -1.347807], [-0.619615, -7.092449, -2.710634], [-1.545369, -0.024025, 2.798493], [-0.607853, 1.113602, 2.343284]],
  "atomic_forces_ev_per_a": [[0.076, -1.447, -0.303], [0.879, 1.007, -1.051], [-0.336, 0.355, -0.542], [0.887, -0.296, 0.201], [-0.887, -0.174, -0.590], [-1.566, 0.520, 0.321], [0.198, 0.053, -0.066], [0.035, 0.929, -0.557], [-0.686, 0.328, -0.163], [0.623, 1.363, 0.457], [0.753, 0.792, 0.003], [-0.376, 0.176, -0.173], [0.303, 0.560, 0.149], [-0.752, -0.044, -0.346], [0.196, -0.596, -0.156], [-0.234, -0.912, -0.101], [0.674, -0.675, 0.401], [0.003, -0.580, -0.446], [-0.818, 0.415, 0.764], [-0.278, 0.935, 0.722], [-1.181, -0.049, -0.072], [-0.127, 0.496, 1.313], [-0.151, -0.773, -0.808], [1.148, -0.316, -0.423], [-0.057, -0.685, 0.551], [-0.095, -0.337, 0.355], [-0.568, 1.312, -1.063], [0.681, -1.194, 0.768], [-0.630, 0.687, 0.710], [-0.665, -1.100, -0.459], [-0.395, -0.267, 0.135], [0.596, -1.317, -0.124], [0.058, -0.428, -0.096], [-0.656, -0.628, 0.674], [0.187, -0.068, 0.670], [-0.499, 0.703, 0.123], [-0.016, -0.249, 0.070], [-0.141, -0.302, 0.041], [0.439, -0.230, 0.103], [0.709, 0.256, 0.030], [-0.202, -0.101, 0.198], [0.759, 0.309, -0.003], [-0.519, 0.675, -0.008], [0.089, 0.106, 0.085], [0.142, 0.638, 0.267], [0.048, 0.180, -0.324], [-0.027, -0.077, -0.153], [-0.075, -0.075, -0.215], [-0.014, 0.116, -0.489], [0.418, -0.863, -0.098], [-0.507, -0.266, -0.146], [0.466, -0.288, 0.199], [0.152, 0.042, -0.278], [-0.020, 0.040, -0.823], [0.195, -0.029, -0.019], [0.207, -0.193, -0.259], [0.044, 0.180, 0.050], [0.798, 0.004, 0.107], [-0.143, 0.092, 0.065], [-0.052, 0.618, 0.514], [-0.144, -0.731, 0.098], [-0.802, -0.001, 0.148], [0.696, -0.362, -0.404], [0.537, 0.448, 0.224], [0.784, 0.257, -0.471], [0.060, -0.034, 0.276], [-0.104, 0.191, -0.020], [0.222, -0.245, -0.023], [0.164, -0.041, 0.048], [-0.355, 0.418, -0.060], [0.398, 0.594, -0.230], [-0.489, 0.131, 0.265], [0.125, -0.094, 0.214], [-0.517, 0.915, -0.560], [0.435, 1.004, 0.612], [-0.075, 0.137, 0.575], [-0.263, -0.205, -0.436], [0.025, -1.219, -0.862], [0.017, -0.125, 0.229], [0.192, 0.918, 0.903], [-0.017, 0.586, 0.088], [0.167, -1.502, 0.749], [-0.197, -0.453, -1.181], [0.695, 0.743, -0.321], [-0.644, -0.658, 0.451]],
  "mulliken_charge": [-2.6649, -1.9525, 1.8194, -1.8005, -1.5336, -0.0431, -0.2312, 0.5168, -0.3903, 0.2511, 0.5468, -1.2291, 0.0761, -1.4952, 1.9094, -0.2226, 2.5347, -1.4741, -2.2551, -1.5743, 2.2255, -2.3520, -1.4198, -1.3706, 0.3863, -0.2391, -0.2165, -0.1903, 2.3164, -2.1913, -1.5230, -1.4666, 0.4553, 0.4441, 0.3620, 0.4998, 0.4044, 0.3086, 0.4298, 0.2165, 0.3251, 0.5069, -0.0822, 0.4844, 0.3257, 0.4259, 0.1529, 0.4165, 0.4297, 0.4141, 0.2262, 0.4453, 0.3570, 0.3318, 0.5328, 0.3903, 0.3386, 0.1535, 0.4683, 0.3534, 0.3803, 0.1995, 0.1379, 0.3992, 0.3774, 0.4024, 0.2210, 0.1577, 0.4732, 0.3298, 0.4178, 0.0828, -0.2037, 1.1493, -1.0947, 1.0440, -0.1205, 0.0291, -0.2176, -0.1659, -0.1921, 0.5305, -0.2303, -0.0032, 0.0326]
}

Largest force on an atom across the listed records, respectively: 0.4 1.8 eV/Å.